Formula: C16H29IrN3O2SSi2
Source: OMol25
Level of theory: wB97M-V/def2-TZVPD

## Properties
2S+1: 1
energy relative to the best compared isomer or geometry (same formula, charge and spin): 0.0 kcal/mol
charge: -1
LUMO energy: 2.886 eV
Kohn-Sham gap: 7.03 eV
DFT total energy: -55061.88873 eV

Geometry as XYZ:
```
54
Properties=species:S:1:pos:R:3:forces:R:3
C 2.680204 0.635606 -2.622132 -0.014 0.002 -0.006
H 0.520279 2.974526 0.125317 -0.003 -0.014 -0.006
S 2.433718 -1.012552 -2.148108 0.040 0.037 0.005
N 1.780930 1.566429 -2.613341 0.013 -0.015 0.011
N 3.934163 0.979578 -3.096557 0.001 0.020 -0.018
H 0.532123 -3.817828 2.369342 -0.012 0.000 0.003
H 0.485223 2.380327 3.487227 0.013 -0.003 0.007
H 2.006364 1.943857 2.706118 0.007 -0.016 0.029
C -4.598880 1.600343 -1.767111 -0.001 0.011 -0.009
C 2.822542 -1.352806 2.770517 0.054 -0.005 -0.049
H 3.605272 -0.677106 2.412516 -0.008 0.004 0.008
H -1.908902 -2.684096 0.030367 0.000 0.012 0.008
H -1.201087 -4.218111 -0.511904 0.003 -0.002 0.006
H 3.006223 -3.805827 1.044283 -0.019 -0.021 -0.001
H -1.784151 -3.026368 -1.688911 0.015 0.002 0.013
C -2.717819 2.670541 -2.765037 -0.003 0.010 0.006
H -0.165905 2.778451 -3.091867 0.004 -0.006 -0.011
H 2.142896 -3.407869 -0.463642 0.030 -0.030 0.015
H -5.662572 1.562672 -1.560675 0.000 0.003 -0.002
Si 1.602556 -1.825623 1.381069 -0.010 -0.016 -0.042
C -4.071603 2.649911 -2.532833 -0.002 -0.011 0.002
Si 0.036770 0.960066 1.528268 -0.030 -0.025 -0.005
H 1.210630 0.804088 3.792281 -0.017 -0.076 0.011
H 3.313505 -2.277601 3.092884 0.020 0.020 0.009
H 2.367656 -0.905903 3.652251 -0.044 0.038 0.022
C -1.574842 0.252804 2.185546 0.006 0.016 -0.001
O -1.699900 -0.374514 -1.005228 -0.026 -0.017 -0.044
C -2.381806 0.606735 -1.508235 -0.042 0.006 0.018
O 0.033727 -2.620366 -0.745808 -0.022 0.008 0.000
C 1.035130 1.554277 3.025317 0.021 0.047 -0.030
C -0.444266 1.877785 -2.550347 -0.011 0.019 0.011
C -1.846534 1.680269 -2.274043 0.028 0.036 0.041
H 0.113206 -2.379646 3.305479 -0.003 0.000 0.013
H -0.710796 -2.717533 1.772838 0.034 0.002 0.023
H -2.189767 1.057498 2.600409 -0.001 -0.013 0.001
H -0.585435 3.322901 1.462137 -0.003 0.016 -0.025
H -2.284491 3.482339 -3.340415 0.001 -0.002 0.000
H -4.177994 -0.198783 -0.679317 -0.001 0.002 -0.001
C 0.245551 -2.764812 2.290775 -0.023 0.003 0.016
C 2.685934 -2.993316 0.383136 0.019 -0.026 -0.016
C -0.343616 2.597508 0.678855 0.014 -0.005 -0.001
H -2.130434 -0.230155 1.381559 -0.023 -0.006 -0.022
C 1.047253 -0.240155 0.499379 0.113 -0.028 -0.018
C -3.782064 0.616431 -1.272318 0.019 -0.016 0.004
H 1.998693 0.293669 0.329662 -0.008 0.020 0.021
H -1.402334 -0.482853 2.973336 0.015 -0.004 0.001
H 4.093556 1.975101 -3.116396 0.006 -0.004 0.005
Ir 0.295241 -0.707776 -1.376961 -0.074 0.068 0.036
C -1.257130 -3.141823 -0.728220 -0.019 -0.016 -0.014
H 4.687680 0.443031 -2.699822 -0.003 -0.007 0.002
H -1.192604 2.552523 0.000491 -0.019 -0.024 -0.045
H 3.581343 -2.486543 0.016408 -0.007 -0.013 0.058
H -4.711740 3.428715 -2.925528 -0.004 -0.001 0.003
N 0.528279 1.101994 -2.212991 -0.024 0.022 -0.044
```
Forces are in eV/Å.